(1)
{"formula": "C25H62CoF9N4O19S3", "method": "ωB97M-V/def2-TZVPD", "elements": ["Co", "C", "F", "F", "F", "S", "O", "O", "O", "C", "F", "F", "F", "S", "O", "O", "O", "C", "F", "F", "F", "S", "O", "O", "O", "C", "C", "O", "O", "H", "H", "H", "H", "H", "H", "C", "C", "O", "O", "H", "H", "H", "H", "H", "H", "C", "C", "O", "O", "H", "H", "H", "H", "H", "H", "C", "C", "C", "O", "C", "N", "H", "H", "H", "H", "H", "H", "H", "H", "H", "H", "H", "C", "C", "C", "O", "C", "N", "H", "H", "H", "H", "H", "H", "H", "H", "H", "H", "H", "C", "C", "C", "O", "C", "N", "H", "H", "H", "H", "H", "H", "H", "H", "H", "H", "H", "C", "C", "C", "O", "C", "N", "H", "H", "H", "H", "H", "H", "H", "H", "H", "H", "H"], "coordinates": [[-1.672, -1.480, -2.662], [-4.400, 0.773, -0.859], [-5.087, 1.429, 0.086], [-4.933, 1.104, -2.018], [-3.151, 1.245, -0.833], [-4.376, -1.110, -0.536], [-3.307, -1.567, -1.380], [-4.070, -1.330, 0.865], [-5.644, -1.635, -0.983], [0.617, 1.554, -0.791], [0.552, 1.964, -2.028], [1.563, 2.275, -0.260], [-0.531, 1.875, -0.200], [0.806, -0.286, -0.660], [0.444, -0.740, 0.642], [-0.163, -0.635, -1.703], [2.148, -0.644, -1.062], [-2.579, 1.754, -4.673], [-2.370, 2.804, -5.495], [-2.075, 2.099, -3.471], [-3.892, 1.706, -4.551], [-1.902, 0.058, -5.246], [-0.492, 0.110, -4.879], [-2.574, -0.872, -4.366], [-2.231, -0.097, -6.620], [1.271, 4.275, -4.056], [2.078, 3.088, -4.321], [3.178, 3.496, -5.142], [1.875, 5.373, -3.307], [0.465, 3.947, -3.360], [0.802, 4.601, -5.014], [1.470, 2.377, -4.896], [2.402, 2.560, -3.447], [3.508, 2.701, -5.551], [2.673, 5.451, -3.839], [4.419, -1.863, 2.281], [3.365, -0.989, 1.726], [2.343, -0.641, 2.754], [4.725, -1.669, 3.671], [5.334, -1.746, 1.691], [4.110, -2.916, 2.250], [2.903, -1.454, 0.875], [3.859, -0.058, 1.377], [1.536, -0.554, 2.234], [3.850, -1.444, 4.067], [2.819, -0.662, -4.631], [3.616, -1.725, -3.967], [2.786, -2.522, -3.081], [1.779, -1.313, -5.348], [3.527, -0.032, -5.195], [2.399, -0.067, -3.792], [4.422, -1.246, -3.389], [4.007, -2.391, -4.726], [2.676, -1.964, -2.319], [1.096, -0.660, -5.388], [-1.239, -3.615, -5.540], [-0.460, -4.146, -4.324], [0.928, -4.704, -4.702], [0.888, -5.753, -5.682], [2.169, -6.122, -6.021], [-0.310, -2.971, -3.470], [-0.759, -2.749, -6.013], [-2.298, -3.408, -5.357], [-1.216, -4.386, -6.323], [-0.876, -4.975, -3.718], [1.499, -5.089, -3.830], [1.510, -3.869, -5.156], [2.091, -6.914, -6.784], [2.763, -6.565, -5.185], [2.743, -5.253, -6.359], [0.035, -3.370, -2.583], [0.488, -2.475, -3.833], [-1.622, -2.068, 3.682], [-1.335, -3.331, 2.824], [-2.323, -4.465, 3.230], [-2.209, -4.831, 4.596], [-1.051, -5.555, 4.996], [-1.442, -3.163, 1.363], [-0.773, -1.361, 3.598], [-1.524, -2.430, 4.701], [-2.603, -1.587, 3.577], [-0.302, -3.622, 2.943], [-2.069, -5.303, 2.590], [-3.350, -4.170, 3.047], [-1.223, -6.042, 5.967], [-0.183, -4.892, 5.069], [-0.789, -6.317, 4.254], [-0.694, -2.575, 1.036], [-2.277, -2.637, 1.099], [0.671, 5.608, 5.443], [1.122, 5.758, 3.983], [1.124, 4.404, 3.237], [2.081, 3.615, 3.826], [2.204, 2.320, 3.259], [0.172, 6.619, 3.329], [-0.384, 5.345, 5.506], [0.830, 6.612, 5.871], [1.353, 4.908, 5.938], [2.201, 6.076, 3.959], [1.298, 4.634, 2.164], [0.123, 3.957, 3.308], [2.845, 1.769, 3.950], [2.628, 2.430, 2.249], [1.242, 1.796, 3.218], [-0.112, 7.407, 3.918], [0.532, 6.950, 2.417], [-2.442, 2.357, 2.608], [-2.849, 2.918, 3.965], [-1.990, 2.412, 5.148], [-2.257, 1.013, 5.282], [-1.667, 0.363, 6.374], [-2.784, 4.400, 4.010], [-3.175, 2.698, 1.870], [-2.439, 1.261, 2.606], [-1.447, 2.721, 2.304], [-3.861, 2.620, 4.182], [-2.196, 3.028, 6.041], [-0.912, 2.486, 4.918], [-0.581, 0.270, 6.250], [-2.067, -0.644, 6.350], [-1.947, 0.840, 7.354], [-3.554, 4.711, 3.417], [-1.923, 4.742, 3.579]], "mulliken_charge": [2.077, 0.624, -0.247, -0.218, -0.216, 0.942, -1.360, -0.651, -0.715, 0.255, -0.152, -0.205, -0.103, 0.283, -0.037, 0.613, -1.093, 0.549, -0.264, -0.134, -0.236, 0.951, -0.765, -0.814, -0.651, -0.342, 0.315, -0.635, -0.548, 0.040, 0.346, 0.051, 0.179, 0.298, 0.365, -0.592, 0.444, -0.476, -0.617, 0.319, 0.295, 0.064, 0.115, 0.219, 0.345, 0.741, -1.010, -0.373, -0.526, 0.327, -0.403, 0.430, 0.347, 0.349, 0.414, -1.548, 0.203, -0.388, -0.390, -0.705, 0.161, 0.214, 0.281, 0.525, 0.392, 0.376, 0.168, 0.272, 0.282, 0.303, 0.319, -0.320, -0.989, 0.229, -1.036, -0.398, -0.677, -0.505, 0.154, 0.426, 0.378, 0.412, 0.454, 0.315, 0.245, 0.255, 0.317, 0.155, 0.178, -1.366, 0.134, 0.430, -0.477, -0.166, -0.504, 0.292, 0.428, 0.324, 0.285, 0.282, -0.735, 0.183, 0.223, 0.076, 0.230, 0.228, -0.544, 0.303, -0.633, -0.226, -0.721, -0.775, 0.214, 0.190, -0.023, 0.623, 0.429, 0.005, 0.264, 0.208, 0.305, 0.329, 0.220], "e_tot_ev": -166384.89433, "largest_force_ha_per_bohr": 0.07807, "multiplicity": 4, "homo_lumo_gap_ev": [8.79, 8.28], "homo_energy_ev": [-6.784, -6.784], "lumo_energy_ev": [2.0, 1.5], "total_charge": -1}


(2)
{"formula": "C25H63B2N10O7", "method": "ωB97M-V/def2-TZVPD", "elements": ["C", "N", "C", "B", "O", "B", "C", "C", "C", "C", "N", "C", "N", "N", "H", "H", "H", "H", "H", "H", "H", "H", "H", "H", "H", "H", "H", "H", "H", "H", "H", "H", "H", "H", "H", "C", "O", "N", "C", "C", "H", "H", "H", "H", "H", "H", "H", "C", "O", "N", "C", "C", "H", "H", "H", "H", "H", "H", "H", "C", "O", "N", "C", "C", "H", "H", "H", "H", "H", "H", "H", "C", "O", "N", "C", "C", "H", "H", "H", "H", "H", "H", "H", "C", "O", "N", "C", "C", "H", "H", "H", "H", "H", "H", "H", "C", "O", "N", "C", "C", "H", "H", "H", "H", "H", "H", "H"], "coordinates": [[-1.848, -0.388, 2.109], [-3.071, 0.189, 1.530], [-3.033, 1.654, 1.545], [-3.450, -0.426, 0.233], [-3.138, 0.365, -0.935], [-4.193, -1.933, 0.047], [-4.542, -2.748, 1.453], [-6.056, -2.938, 1.682], [-6.667, -1.648, 2.240], [-8.115, -1.503, 1.791], [-8.683, -0.172, 2.050], [-9.628, 0.271, 1.088], [-10.653, -0.361, 0.662], [-9.368, 1.552, 0.632], [-2.072, -1.359, 2.555], [-1.472, 0.253, 2.906], [-1.085, -0.512, 1.346], [-3.585, 2.024, 2.418], [-3.518, 2.072, 0.666], [-2.007, 2.031, 1.606], [-3.976, 0.609, -1.327], [-3.515, -2.634, -0.705], [-5.246, -1.704, -0.567], [-4.063, -3.733, 1.469], [-4.184, -2.209, 2.341], [-6.555, -3.167, 0.738], [-6.251, -3.786, 2.354], [-6.629, -1.697, 3.333], [-6.071, -0.795, 1.915], [-8.686, -2.291, 2.305], [-8.175, -1.730, 0.727], [-9.047, -0.080, 2.986], [-10.712, -1.251, 1.150], [-8.381, 1.726, 0.511], [-9.915, 1.762, -0.189], [1.750, 1.054, 0.426], [0.968, 0.668, 1.273], [2.048, 0.409, -0.710], [2.990, 0.951, -1.670], [1.411, -0.876, -0.981], [2.298, 2.012, 0.527], [2.494, 1.105, -2.630], [3.821, 0.262, -1.813], [3.373, 1.906, -1.318], [0.327, -0.762, -1.010], [1.652, -1.587, -0.191], [1.759, -1.259, -1.936], [-8.123, -4.509, -1.069], [-7.761, -3.519, -1.658], [-9.417, -4.781, -0.767], [-9.808, -5.979, -0.063], [-10.430, -3.820, -1.169], [-7.421, -5.288, -0.722], [-10.493, -6.578, -0.670], [-10.305, -5.727, 0.878], [-8.926, -6.575, 0.160], [-10.420, -3.691, -2.252], [-10.235, -2.845, -0.718], [-11.409, -4.176, -0.855], [4.861, 1.986, 4.060], [5.893, 2.305, 4.626], [3.679, 2.601, 4.218], [2.482, 2.180, 3.503], [3.604, 3.725, 5.132], [4.815, 1.144, 3.348], [2.112, 2.999, 2.885], [1.705, 1.892, 4.211], [2.699, 1.331, 2.867], [4.287, 4.516, 4.819], [3.888, 3.416, 6.138], [2.587, 4.108, 5.144], [5.975, 2.009, -2.510], [5.585, 1.182, -3.310], [6.953, 2.905, -2.744], [7.365, 3.860, -1.738], [7.609, 2.908, -4.043], [5.552, 2.094, -1.495], [7.217, 4.877, -2.108], [8.422, 3.717, -1.498], [6.776, 3.726, -0.833], [6.878, 3.088, -4.831], [8.075, 1.939, -4.230], [8.368, 3.687, -4.069], [10.138, 5.964, -2.930], [10.256, 5.774, -4.125], [11.158, 6.196, -2.084], [10.948, 6.411, -0.666], [12.508, 6.228, -2.619], [9.155, 5.964, -2.432], [11.316, 7.395, -0.371], [11.473, 5.651, -0.083], [9.886, 6.353, -0.438], [12.596, 7.008, -3.376], [12.751, 5.275, -3.090], [13.210, 6.424, -1.813], [1.212, -5.007, -0.420], [0.458, -4.063, -0.408], [1.980, -5.364, -1.477], [2.861, -6.508, -1.439], [1.902, -4.562, -2.686], [1.334, -5.681, 0.448], [3.897, -6.203, -1.605], [2.583, -7.234, -2.208], [2.793, -6.991, -0.466], [2.188, -3.532, -2.475], [0.881, -4.554, -3.070], [2.570, -4.976, -3.437]], "mulliken_charge": [-0.942, 0.095, -1.044, -0.936, -0.993, 1.997, -0.924, -0.079, -0.143, -0.590, -0.309, 0.626, -0.841, -0.557, 0.251, 0.400, 0.176, 0.246, 0.303, 0.312, 0.271, -0.392, -0.304, 0.190, 0.177, -0.231, 0.504, 0.220, -0.063, 0.157, 0.408, 0.245, 0.240, 0.256, 0.267, 0.130, -0.546, 0.269, -1.102, -0.933, 0.237, 0.338, 0.479, 0.187, 0.288, 0.349, 0.284, 0.106, -0.570, 0.189, -0.950, -0.819, 0.274, 0.335, 0.326, 0.306, 0.286, 0.166, 0.378, 0.126, -0.626, 0.176, -0.834, -0.972, 0.293, 0.339, 0.377, 0.121, 0.294, 0.295, 0.381, 0.215, -0.627, 0.100, -0.856, -0.834, 0.222, 0.291, 0.332, 0.325, 0.302, 0.299, 0.259, 0.171, -0.626, 0.101, -0.958, -0.961, 0.239, 0.373, 0.340, 0.323, 0.295, 0.308, 0.386, 0.100, -0.552, 0.141, -0.931, -0.763, 0.278, 0.333, 0.329, 0.289, 0.086, 0.317, 0.383], "e_tot_ev": -57534.08392, "largest_force_ha_per_bohr": 0.02074, "homo_lumo_gap_ev": 4.76, "homo_energy_ev": -3.359, "lumo_energy_ev": 1.4, "total_charge": -1}